No. 1
ORCA calculation (ωB97M-V with the def2-TZVPD basis set) on a structure of composition C34H23FeN6O9Se.

The geometry in XYZ format:
```
74
Properties=species:S:1:pos:R:3:forces:R:3
Fe -0.113 0.554 -0.186 0.0248 -0.0360 0.1553
O -4.057 1.939 -2.282 -0.3160 0.1753 -0.0670
C -4.672 2.212 -1.122 0.0142 0.0051 -0.1309
C -5.836 2.987 -1.137 0.0001 -0.0019 -0.0363
C -6.487 3.294 0.042 -0.0114 0.0169 -0.0149
C -5.995 2.837 1.262 -0.0151 0.0135 0.0048
C -4.846 2.066 1.277 0.0180 -0.0296 0.0032
C -4.175 1.738 0.102 -0.0525 0.0572 0.0818
C -2.926 0.929 0.122 0.0930 -0.1487 0.2964
O -2.256 0.835 -0.980 0.2887 -0.0814 -0.0926
N -2.574 0.392 1.257 -0.0504 0.0659 -0.1460
N -1.377 -0.313 1.037 -0.1767 -0.1984 0.2477
C -1.413 -1.545 1.390 0.0542 0.1398 -0.0606
C -0.401 -2.512 1.004 0.1450 0.1137 -0.1965
C -0.172 -3.678 1.770 0.0005 -0.0342 -0.0068
C 0.814 -4.608 1.384 0.0098 -0.0874 0.0854
C 1.615 -4.414 0.302 0.0493 -0.0346 0.0215
C 1.521 -3.165 -0.515 -0.0551 0.0092 -0.1610
C 0.302 -2.307 -0.204 -0.2121 0.1254 0.1873
O 0.145 -1.302 -0.966 0.0036 -0.1650 0.0743
H -3.223 1.438 -2.018 0.1512 -0.0495 0.0313
H -6.198 3.341 -2.094 -0.0114 0.0036 -0.0038
H -7.384 3.902 0.011 -0.0079 0.0019 0.0026
H -6.498 3.086 2.187 -0.0096 0.0024 0.0047
H -4.429 1.696 2.205 0.0034 -0.0046 0.0087
H -2.283 -1.881 1.956 -0.0407 -0.0067 -0.0011
H -0.761 -3.849 2.663 0.0021 -0.0070 0.0110
H 0.944 -5.508 1.977 -0.0037 0.0004 0.0164
H 2.397 -5.117 0.045 -0.0079 -0.0228 -0.0084
H 1.520 -3.381 -1.589 0.0505 -0.0187 0.0500
N -0.475 2.570 0.189 0.0783 -0.0546 -0.2503
C -0.300 3.122 1.472 -0.0104 0.0670 0.2583
C -1.343 3.779 2.116 0.0538 -0.0553 -0.0570
C -1.162 4.320 3.379 -0.0206 0.0178 0.0124
C 0.072 4.213 4.001 -0.0129 0.0220 0.0351
C 1.105 3.545 3.359 0.0418 -0.0126 -0.0041
C 0.944 2.981 2.097 -0.0389 0.0557 -0.0714
C 2.030 2.167 1.487 -0.2252 -0.1258 0.0767
C 3.348 2.618 1.602 0.1056 -0.0427 -0.0064
C 4.414 1.820 1.218 -0.0246 0.0299 0.0198
C 4.172 0.515 0.802 -0.0442 -0.0101 0.0817
C 2.852 0.107 0.722 -0.0746 0.1611 -0.1618
C 1.707 0.910 0.935 0.2054 0.0541 -0.3319
H -1.387 2.791 -0.191 -0.0123 0.0196 -0.0193
H 0.234 2.918 -0.475 -0.0042 0.1013 0.0492
H -2.303 3.854 1.618 -0.0168 -0.0053 -0.0041
H -1.987 4.820 3.872 0.0024 -0.0001 0.0048
H 0.226 4.622 4.993 -0.0029 0.0119 0.0009
H 2.058 3.417 3.860 0.0043 0.0005 0.0068
H 3.532 3.618 1.980 0.0227 0.0157 0.0130
H 5.429 2.194 1.277 0.0082 0.0111 -0.0041
H 4.969 -0.174 0.559 0.0101 0.0124 -0.0135
H 1.513 -1.265 0.833 -0.0013 -0.0812 0.0113
O 1.376 3.247 -1.920 -0.0417 0.0183 -0.1088
C 1.450 2.070 -2.311 0.0218 0.0171 0.2926
O 0.949 1.042 -1.801 -0.0361 0.0291 -0.2514
C 2.261 1.785 -3.567 0.0155 0.0123 -0.0764
C 2.812 2.838 -4.282 0.1012 -0.1659 -0.0046
C 3.547 2.558 -5.424 0.1610 -0.0283 0.1681
C 3.757 1.273 -5.889 -0.1139 0.0039 0.2650
C 3.181 0.255 -5.150 0.1869 0.0344 0.1488
C 2.441 0.473 -3.999 0.0270 0.1511 -0.0763
N 3.346 -1.121 -5.648 -0.7002 0.0807 -0.7536
O 4.050 -1.279 -6.635 0.3015 -0.0593 0.2259
O 2.668 -1.988 -5.151 0.1986 -0.1146 0.2897
N 4.131 3.668 -6.187 -0.6870 0.1365 -0.6179
O 3.854 4.802 -5.849 0.2389 0.0227 0.2399
O 4.769 3.399 -7.190 0.2868 -0.0529 0.1483
H 2.667 3.847 -3.926 -0.0123 0.0166 -0.0107
H 4.329 1.073 -6.779 0.0143 -0.0002 -0.0020
H 1.995 -0.338 -3.438 0.0343 -0.0138 0.0276
Se 4.340 -2.566 -1.163 0.0007 0.0597 0.0259
C 2.756 -2.235 -0.320 -0.0229 0.0358 -0.2025
N 2.452 -1.224 0.451 0.0437 -0.1789 0.2700
```
Forces are in eV/Å.

Properties
HOMO level (alpha / beta) = -0.0471 / -0.0917 hartree
M = 794.396 Da
E_LUMO (alpha / beta) = 0.11981 / 0.11981 Eh
energy above the lowest of the compared OMol25 structures with the same formula, charge and spin = 67.98 kcal/mol
spin multiplicity = 2
Kohn-Sham gap (alpha / beta) = 0.167 / 0.211 hartree
charge = -2

No. 2
ORCA calculation (ωB97M-V with the def2-TZVPD basis set) on the molecule C7H11PSi.

The geometry in XYZ format:
```
20
Properties=species:S:1:pos:R:3:forces:R:3
C -0.796 -2.356 1.563 2.8412 0.1020 -0.4314
Si -0.517 -0.458 1.512 -0.5563 0.4019 0.6382
P -2.602 0.581 1.759 0.6399 -0.0610 -0.8619
C 0.307 0.273 0.007 1.8845 -0.4341 0.0429
C 1.521 -0.237 -0.521 -0.7584 -0.4332 0.7006
C 2.167 0.273 -1.623 -1.7422 0.6595 0.4668
C 1.680 1.420 -2.204 -1.2712 0.6546 1.4232
C 0.537 2.015 -1.630 0.5667 -0.3700 -0.2916
C -0.127 1.461 -0.541 0.2783 -1.0866 -1.3165
H -0.996 -2.509 2.625 0.1665 -0.6564 -0.0750
H -1.552 -2.788 0.959 -1.3005 0.2469 -0.4524
H 0.114 -2.965 1.143 -1.1537 1.2120 1.4137
H 0.299 0.143 2.705 -0.5538 -0.9717 -0.7855
H -3.316 -0.621 1.600 -0.0836 -0.1981 0.0571
H -2.642 0.830 0.327 -0.2161 -0.1365 0.7731
H 1.970 -1.121 -0.117 -0.0844 -0.5853 0.3829
H 2.846 -0.335 -2.113 1.8251 -0.7502 -0.6443
H 2.179 1.851 -3.027 0.2134 0.4419 -0.9630
H 0.062 2.848 -2.088 -0.0076 0.7355 -0.4290
H -1.134 1.696 -0.337 -0.6878 1.2287 0.3521
```
Forces are in eV/Å.

Properties
HOMO level = -0.3389 hartree
M = 154.225 Da
E_LUMO = 0.02875 Eh
energy above the lowest of the compared OMol25 structures with the same formula, charge and spin = 17.55 kcal/mol
SMILES = C[Si@H](P)c1ccccc1
Kohn-Sham gap = 0.368 hartree

No. 3
ORCA calculation (ωB97M-V with the def2-TZVPD basis set) on the molecule C3H3NO2.

The geometry in XYZ format:
```
9
Properties=species:S:1:pos:R:3:forces:R:3
C -0.086 0.071 -0.024 -0.1027 0.1912 0.0458
C -1.548 0.418 -0.031 -1.3286 -2.7301 0.6085
C -2.535 -0.841 0.046 2.3032 2.8701 -0.4840
N -3.187 -1.774 0.023 -0.5944 -0.8236 0.0959
O -2.011 1.488 0.679 -0.0760 0.3729 2.3901
O -2.032 1.474 -0.733 -0.0589 0.2289 -2.4485
H 0.264 -0.059 -1.047 -0.0063 -0.0839 -0.0146
H 0.089 -0.843 0.540 -0.0398 0.0060 -0.0491
H 0.463 0.890 0.445 -0.0966 -0.0315 -0.1441
```
Forces are in eV/Å.

Properties
HOMO level = -0.4121 hartree
M = 85.062 Da
E_LUMO = 0.02967 Eh
energy above the lowest of the compared OMol25 structures with the same formula, charge and spin = 111.78 kcal/mol
SMILES = CC1(C#N)OO1
Kohn-Sham gap = 0.442 hartree

No. 4
ORCA calculation (ωB97M-V with the def2-TZVPD basis set) on a cluster of 12 separate species, C29H79N3O12 in total.

The geometry in XYZ format:
```
123
Properties=species:S:1:pos:R:3:forces:R:3
C 0.462 2.943 5.665 -0.1404 -0.2319 -0.3653
C -0.067 2.073 4.512 -0.1559 0.1384 -0.0731
C -1.019 2.932 3.665 -0.1366 -0.1301 0.1123
C 1.141 1.638 3.639 -0.9316 -0.0155 0.6006
C 0.821 0.443 2.761 -0.3739 0.1869 -0.2611
C 0.163 -0.728 3.509 1.3703 0.3475 -0.7080
C -1.034 -0.314 4.342 -1.0010 -0.1095 -0.7354
C -2.246 -0.111 3.390 0.0408 0.5375 0.6989
C -1.370 -1.418 5.343 0.2862 -0.4289 -0.1965
N -0.704 0.895 5.090 1.1216 -0.6646 0.5102
O -1.779 1.235 5.938 -0.2430 0.2810 -0.1025
H 0.960 3.794 5.200 0.0463 0.1464 0.2920
H -0.360 3.280 6.294 0.0183 0.2100 -0.0642
H 1.171 2.400 6.291 0.0505 -0.0754 -0.0748
H -1.193 2.509 2.674 0.2557 0.3124 1.5456
H -2.007 3.019 4.122 0.0968 0.1178 0.2329
H -0.592 3.927 3.526 -0.0838 0.0833 -0.0046
H 1.312 2.516 3.014 0.4736 -0.1395 0.2957
H 1.981 1.431 4.303 0.1781 0.0380 -0.1467
H 0.141 0.762 1.962 0.1027 -0.0158 0.1966
H 1.714 0.104 2.232 0.0868 -0.0295 0.0926
H 0.944 -1.232 4.091 -0.2020 0.0922 0.3454
H -0.100 -1.419 2.702 -0.4893 -0.2580 0.3394
H -2.666 -1.049 3.028 0.1957 -0.0962 -0.1091
H -1.989 0.549 2.563 0.0384 -0.4661 0.2050
H -3.030 0.399 3.958 -0.0471 -0.0720 -0.0416
H -0.653 -1.373 6.164 -0.1517 -0.0315 0.1443
H -1.243 -2.392 4.861 0.0039 0.0464 -0.0608
H -2.397 -1.393 5.701 0.0509 0.2862 0.1586
H -1.409 1.137 6.822 -0.0804 -0.0375 0.0075
C -1.769 2.682 -3.060 0.1168 0.7921 0.1969
C -2.712 1.909 -2.124 0.1250 -0.4215 -0.8332
C -3.821 1.267 -2.980 -0.0657 0.2170 0.4473
C -1.901 0.756 -1.506 -0.3372 -0.4975 0.2825
C -1.034 1.186 -0.341 -0.1525 0.4384 -0.0387
C -1.878 1.949 0.674 0.5573 0.0096 -0.9265
C -2.600 3.163 0.079 0.1874 0.3742 -0.1109
C -3.563 3.654 1.153 -0.5833 0.0640 0.4426
C -1.643 4.320 -0.258 0.1742 0.0847 0.3159
N -3.363 2.695 -1.082 -0.2438 -0.8790 0.7053
O -4.118 3.737 -1.677 0.2458 0.2962 0.0206
H -2.176 3.660 -3.334 -0.1969 -0.1576 -0.0350
H -0.810 2.900 -2.586 0.0445 -0.2129 -0.0847
H -1.578 2.129 -3.978 -0.0130 -0.1211 0.0381
H -4.229 1.965 -3.710 0.1311 -0.0618 -0.1268
H -3.418 0.375 -3.459 -0.0828 0.0661 -0.2614
H -4.642 0.977 -2.322 0.0445 -0.1448 -0.0061
H -2.582 -0.045 -1.184 -0.1691 0.2727 0.1968
H -1.330 0.273 -2.303 0.1801 0.2881 -0.0240
H -0.546 0.357 0.176 -0.0403 -0.1574 -0.3660
H -0.229 1.831 -0.704 0.0779 -0.0765 0.0501
H -1.200 2.290 1.462 -0.4564 -0.1522 -1.3627
H -2.599 1.266 1.129 -0.1626 0.2762 -0.2848
H -4.220 2.854 1.507 -0.0024 -0.0740 -0.2381
H -4.199 4.487 0.842 0.1521 0.0128 -0.1606
H -3.028 3.993 2.043 0.1665 0.0418 -0.1559
H -0.780 4.018 -0.851 -0.0208 -0.0623 0.0527
H -1.286 4.762 0.677 0.1319 -0.0365 -0.0406
H -2.157 5.115 -0.797 -0.1270 -0.1121 -0.0662
H -4.933 3.729 -1.165 -0.0795 -0.0579 -0.1738
C -0.809 -6.317 -3.064 0.1214 -0.1436 0.1318
C 0.075 -5.065 -3.059 0.0538 -0.5676 0.3292
C 1.525 -5.538 -3.189 0.3264 0.3261 0.2218
C -0.236 -4.138 -4.239 -0.0931 0.3272 0.5946
C -1.515 -3.325 -4.041 -0.2719 -0.5859 -0.7198
C -1.487 -2.600 -2.715 0.6832 0.4065 0.0475
C -1.190 -3.459 -1.481 -1.0270 -0.5774 -0.2360
C -0.876 -2.556 -0.297 0.9431 1.0448 -0.2915
C -2.449 -4.261 -1.118 -0.3498 -0.0136 0.2583
N -0.032 -4.303 -1.786 1.0033 1.1261 -0.6984
O 0.477 -4.999 -0.679 -0.5196 -0.4268 0.1731
H -0.597 -6.943 -2.190 -0.0644 0.0769 0.0534
H -1.870 -6.090 -3.071 -0.0257 -0.0832 -0.1919
H -0.542 -6.940 -3.919 -0.1811 0.0866 -0.1032
H 2.227 -4.715 -3.039 -0.1215 0.0962 -0.0914
H 1.775 -6.272 -2.424 -0.0812 -0.2023 -0.1766
H 1.711 -5.931 -4.188 -0.1091 -0.1852 0.0396
H 0.616 -3.460 -4.342 -0.0817 0.0403 -0.2113
H -0.330 -4.749 -5.137 0.1961 -0.0029 -0.0631
H -1.602 -2.607 -4.862 0.1454 0.1612 0.1408
H -2.373 -3.985 -4.223 -0.0936 0.0278 0.5519
H -2.385 -2.018 -2.504 -0.0837 -0.0685 -0.1522
H -0.659 -1.886 -2.821 -0.0893 0.0659 0.1896
H -0.065 -1.864 -0.570 0.1698 -0.3848 0.0198
H -0.556 -3.103 0.586 -0.2340 -0.0703 0.0774
H -1.664 -1.834 -0.066 -0.4330 -0.5500 0.0713
H -2.240 -4.919 -0.268 -0.1816 0.0089 0.0162
H -2.902 -4.852 -1.911 0.3299 -0.0137 -0.1536
H -3.232 -3.556 -0.829 0.0942 -0.0413 0.2551
H -0.161 -5.700 -0.461 0.0865 0.0162 0.0104
C 2.236 3.628 0.844 -0.8109 0.6010 0.0699
O 3.576 4.068 1.047 0.0903 -0.2955 -0.0679
H 1.997 2.719 1.397 0.2785 -0.1098 -0.4728
H 1.527 4.397 1.179 0.1382 -0.0030 0.1425
H 2.026 3.520 -0.219 0.3530 -0.2720 -0.0485
H 3.842 3.804 1.933 0.0002 0.0582 0.0420
C 3.255 0.596 -0.829 -0.5901 -0.3772 0.7668
O 1.952 0.254 -1.303 0.1682 0.1670 -0.1584
H 3.424 1.653 -1.015 0.2203 -0.0999 -0.3504
H 3.287 0.464 0.262 0.0233 0.0089 -0.0556
H 4.012 -0.063 -1.254 0.1817 0.3549 -0.2619
H 1.962 -0.694 -1.514 -0.0963 -0.1002 -0.0361
O 2.581 1.140 -4.058 -0.1552 -0.0249 0.1216
H 3.319 1.710 -3.785 0.0674 -0.1173 0.0250
H 2.117 0.937 -3.230 0.0308 0.1059 0.0211
O 2.374 -1.684 -4.561 0.0554 -0.0340 0.2170
H 2.598 -2.174 -3.760 -0.0013 0.0567 0.0113
H 2.608 -0.762 -4.345 -0.0437 0.0010 -0.2931
O 5.825 3.721 -0.632 -0.3363 -0.1752 0.2048
H 6.442 4.322 -0.205 -0.0097 0.0246 -0.0938
H 5.005 3.764 -0.099 0.2198 0.1848 0.0042
O 2.979 -2.086 1.285 0.0181 -0.3075 -0.0682
H 3.533 -2.876 1.220 -0.0002 0.0576 0.1345
H 2.311 -2.307 1.947 -0.0347 0.0303 -0.0975
O 4.910 2.479 -3.017 -0.0830 0.0019 0.0298
H 5.619 2.738 -3.612 -0.0106 0.0284 0.0558
H 5.116 2.903 -2.167 0.2553 0.0292 -0.2622
O 4.683 -0.251 2.651 -0.1713 -0.0263 -0.1401
H 4.097 -0.799 2.095 0.2191 0.1807 0.1651
H 5.113 0.355 2.039 0.0186 -0.0440 0.0067
O 2.295 -2.583 -1.671 0.1019 0.1089 0.1365
H 2.607 -2.529 -0.761 -0.0060 0.0018 0.1093
H 1.524 -3.190 -1.635 -0.1848 0.0604 -0.2371
```
Forces are in eV/Å.

Properties
HOMO level = -0.3034 hartree
M = 661.960 Da
E_LUMO = 0.00079 Eh
SMILES = CC1(C)CCCC(C)(C)N1O.CC1(C)CCCC(C)(C)N1O.CC1(C)CCCC(C)(C)N1O.CO.CO.O.O.O.O.O.O.O
Kohn-Sham gap = 0.304 hartree